[1]
Computed, not measured: a molecular structure, C37H30Cl4N4NaO5PS at a distorted geometry, with the ωB97M-V functional and the def2-TZVPD basis.

Summary:
Highest occupied orbital energy: -0.2 eV
Strongest force on any atom: 1.038 eV/A
LUMO: 0.137 Ha
Net charge: -2
E: -4765.9546 Eh
Molecular weight: 838.5 g mol⁻¹

Each line ends with the Mulliken charge.
Geometry (Å):
Na (1.0081, -0.2441, 0.2102)  0.737
C (0.4443, 4.4555, -3.4969)  -0.940
N (-0.2092, 4.4499, -2.2093)  0.415
C (-0.8843, 5.5026, -1.6257)  -0.847
C (-1.3175, 5.0934, -0.4297)  -0.492
N (-0.9131, 3.7670, -0.2588)  0.762
C (-0.2016, 3.3316, -1.3994)  -0.258
S (0.5055, 1.9140, -1.7891)  -0.189
C (-1.0158, 3.1148, 1.0102)  0.528
C (-1.1890, 3.8901, 2.1573)  -1.109
C (-1.2998, 3.2309, 3.3656)  -0.898
C (-1.2150, 1.8474, 3.3974)  -1.231
C (-1.0300, 1.1821, 2.1992)  0.110
N (-0.9585, 1.8065, 1.0226)  0.800
H (0.2688, 5.4260, -3.9604)  0.337
H (0.0481, 3.6552, -4.1229)  0.297
H (1.5135, 4.2793, -3.3779)  0.309
H (-1.0250, 6.4440, -2.1266)  0.390
H (-1.9120, 5.6112, 0.2966)  0.509
H (-1.1879, 4.9679, 2.1191)  0.440
H (-1.4306, 3.8010, 4.2777)  0.387
H (-1.2777, 1.2940, 4.3248)  0.547
H (-0.9470, 0.0979, 2.1666)  0.234
Cl (6.6191, 3.4221, 1.4419)  -0.287
C (5.4800, 2.2894, 0.7450)  0.266
C (5.9031, 1.2888, -0.0893)  0.205
Cl (7.6038, 1.1107, -0.4714)  -0.281
C (4.9559, 0.3949, -0.6454)  0.179
Cl (5.4947, -0.8721, -1.7352)  -0.286
C (3.5730, 0.4666, -0.4102)  0.362
O (2.7201, -0.3153, -0.9516)  -1.183
C (3.1229, 1.5231, 0.5519)  -0.791
O (1.8889, 1.6042, 0.8795)  -0.047
C (4.1028, 2.3963, 1.0468)  0.302
Cl (3.5353, 3.6542, 2.1364)  -0.287
O (-0.9320, -3.9309, 1.0665)  -0.858
C (-1.3259, -2.9131, 0.4763)  0.105
O (-1.0074, -1.7208, 0.7026)  -0.157
C (-2.3634, -3.1264, -0.6437)  0.034
C (-2.8033, -4.4389, -0.8194)  -0.578
C (-3.7970, -4.7551, -1.7285)  -0.594
C (-4.3856, -3.7403, -2.4733)  -0.716
C (-3.9502, -2.4350, -2.3165)  -0.351
C (-2.9213, -2.1016, -1.4313)  0.105
P (-2.3569, -0.3226, -1.2244)  1.782
C (-3.8626, 0.2011, -0.2606)  0.790
C (-4.9253, 0.9619, -0.7414)  -0.343
C (-5.9843, 1.3209, 0.0871)  -0.667
C (-6.0057, 0.9162, 1.4137)  -0.663
C (-4.9621, 0.1370, 1.9001)  -0.555
C (-3.9054, -0.2135, 1.0747)  -0.475
C (-2.7051, 0.4354, -2.8837)  0.341
C (-2.9776, 1.8050, -2.9483)  -0.768
C (-2.9888, 2.4928, -4.1520)  -0.825
C (-2.6922, 1.8290, -5.3356)  -0.602
C (-2.3795, 0.4767, -5.2895)  -0.714
C (-2.3844, -0.2086, -4.0800)  -0.682
H (-2.3386, -5.1940, -0.2007)  0.495
H (-4.1231, -5.7820, -1.8485)  0.356
H (-5.1837, -3.9627, -3.1726)  0.405
H (-4.4223, -1.6485, -2.8956)  0.391
H (-4.9458, 1.2705, -1.7783)  0.491
H (-6.7964, 1.9164, -0.3141)  0.405
H (-6.8238, 1.2048, 2.0627)  0.344
H (-4.9648, -0.1962, 2.9312)  0.435
H (-3.0943, -0.8241, 1.4585)  0.034
H (-3.1633, 2.3580, -2.0324)  0.483
H (-3.2006, 3.5557, -4.1563)  0.385
H (-2.6832, 2.3635, -6.2778)  0.368
H (-2.1181, -0.0510, -6.1989)  0.378
H (-2.1085, -1.2564, -4.0711)  0.446
C (1.3568, -0.8114, 4.4917)  -0.742
N (0.9135, -1.9759, 3.7624)  0.211
C (-0.0950, -2.8289, 4.3343)  -0.898
C (1.3228, -2.1735, 2.4777)  -0.142
O (2.0736, -1.4211, 1.8925)  -0.640
H (1.8027, -1.1021, 5.4479)  0.354
H (0.5182, -0.1361, 4.6908)  0.111
H (2.0909, -0.2820, 3.8877)  0.243
H (0.2501, -3.2812, 5.2707)  0.337
H (-0.3424, -3.6159, 3.6225)  0.298
H (-1.0127, -2.2685, 4.5466)  0.244
H (0.8506, -3.0429, 2.0039)  0.609

***

[2]
Computed, not measured: a molecular structure, C37H31BN5O4P2Se2Ti at a distorted geometry, with the ωB97M-V functional and the def2-TZVPD basis.

Summary:
Highest occupied orbital energy (alpha / beta): -3.0 / -3.2 eV
Strongest force on any atom: 1.409 eV/A
LUMO (alpha / beta): 0.081 / 0.081 Ha
Net charge: -1
E: -8363.3842 Eh
Molecular weight: 888.2 g mol⁻¹

Each line ends with the Mulliken charge.
Geometry (Å):
Ti (1.0322, 3.0094, 1.1202)  0.088
Se (-4.2594, 0.0180, 1.3805)  -0.423
P (-2.6375, -1.3247, 1.3039)  0.629
C (-2.3418, -2.2655, 2.8356)  0.011
C (-1.2675, -3.1469, 2.8994)  0.084
C (-1.0664, -3.9090, 4.0356)  -0.581
C (-1.9376, -3.7921, 5.1133)  -0.535
C (-3.0067, -2.9136, 5.0499)  -0.613
C (-3.2132, -2.1502, 3.9077)  -0.479
C (-3.0304, -2.6365, 0.1088)  0.178
C (-3.7843, -3.7164, 0.5758)  -0.763
C (-4.2407, -4.6800, -0.3030)  -0.704
C (-3.9623, -4.5752, -1.6612)  -0.613
C (-3.2276, -3.4999, -2.1305)  -0.554
C (-2.7617, -2.5362, -1.2465)  0.255
C (-1.0309, -0.4879, 1.0976)  1.663
C (-0.0611, -0.0295, 0.1884)  -2.001
N (0.6411, 0.8977, 0.8580)  1.178
N (0.1553, 1.0167, 2.0854)  -0.342
N (-0.8382, 0.1830, 2.2513)  -0.629
P (0.5933, -0.5346, -1.4191)  0.228
Se (2.5025, 0.1469, -1.9166)  -0.375
C (0.5801, -2.3566, -1.2577)  0.399
C (1.1293, -2.8912, -0.0917)  -0.479
C (1.2404, -4.2609, 0.0681)  -0.396
C (0.8068, -5.1180, -0.9347)  -0.685
C (0.2723, -4.5940, -2.1009)  -0.551
C (0.1661, -3.2203, -2.2632)  -0.138
C (-0.6580, -0.0175, -2.6259)  0.219
C (-1.6749, 0.8527, -2.2430)  0.584
C (-2.6006, 1.2883, -3.1812)  -0.890
C (-2.5150, 0.8648, -4.4963)  -0.504
C (-1.4761, 0.0283, -4.8911)  -0.931
C (-0.5419, -0.3971, -3.9640)  -0.495
H (-0.5906, -3.2369, 2.0592)  0.206
H (-0.2288, -4.5933, 4.0847)  0.438
H (-1.7779, -4.3856, 6.0050)  0.377
H (-3.6826, -2.8143, 5.8896)  0.405
H (-4.0366, -1.4498, 3.8410)  0.308
H (-4.0223, -3.8010, 1.6281)  0.426
H (-4.8218, -5.5125, 0.0722)  0.405
H (-4.3257, -5.3292, -2.3479)  0.379
H (-3.0151, -3.3957, -3.1866)  0.474
H (-2.2240, -1.6849, -1.6353)  0.372
H (1.4722, -2.2267, 0.6926)  0.485
H (1.6639, -4.6594, 0.9820)  0.425
H (0.8853, -6.1898, -0.8055)  0.385
H (-0.0752, -5.2512, -2.8875)  0.416
H (-0.2699, -2.8315, -3.1752)  0.249
H (-1.7442, 1.2137, -1.2249)  0.161
H (-3.3838, 1.9662, -2.8691)  0.486
H (-3.2426, 1.2029, -5.2234)  0.396
H (-1.3816, -0.2738, -5.9264)  0.417
H (0.3080, -0.9882, -4.2874)  0.560
O (1.2484, 3.6926, 3.4234)  -0.585
C (1.2749, 4.8519, 2.9674)  0.184
O (0.9512, 5.0996, 1.7777)  -0.555
H (1.6178, 5.6940, 3.6027)  0.418
C (4.8300, 1.0027, 3.1062)  -1.170
C (3.8105, 1.7217, 2.3661)  0.528
N (3.0033, 2.2866, 1.7845)  -0.235
H (5.6725, 0.7721, 2.4560)  0.305
H (4.4034, 0.0754, 3.4868)  0.280
H (5.1682, 1.6082, 3.9456)  0.306
C (-1.9644, 3.4732, 2.6108)  -1.323
C (-1.1913, 3.2969, 1.3724)  1.204
N (-1.0568, 3.1784, 0.2025)  -0.544
H (-1.2994, 3.7536, 3.4254)  0.259
H (-2.4429, 2.5206, 2.8468)  0.202
H (-2.7332, 4.2334, 2.4659)  0.367
O (3.2317, 4.6239, -0.2802)  -0.377
B (2.0638, 3.8680, -0.7200)  0.298
O (2.1810, 3.7948, -2.1357)  -0.349
C (3.3468, 4.3773, -2.5002)  0.871
C (3.8948, 4.4950, -3.7578)  -0.946
C (5.1298, 5.1412, -3.8560)  -0.467
C (5.7710, 5.6414, -2.7313)  -0.446
C (5.2066, 5.5183, -1.4599)  -1.034
C (3.9886, 4.8778, -1.3673)  0.582
H (3.3851, 4.0956, -4.6237)  0.454
H (5.5936, 5.2500, -4.8284)  0.364
H (6.7274, 6.1369, -2.8414)  0.355
H (5.6950, 5.9077, -0.5762)  0.449

***

[3]
Computed, not measured: 3 unconnected molecules or ions with the total composition C37H31Br2F3N3O6 at a distorted geometry, with the ωB97M-V functional and the def2-TZVPD basis.

Summary:
Highest occupied orbital energy: -10.6 eV
Strongest force on any atom: 4.761 eV/A
LUMO: -0.199 Ha
Net charge: +1
E: -7491.5666 Eh
Molecular weight: 830.5 g mol⁻¹

Each line ends with the Mulliken charge.
Geometry (Å):
N (2.9715, 8.0990, -1.2397)  -0.286
C (2.1129, 7.0040, -0.8978)  -0.597
N (1.6308, 6.9049, 0.5025)  -0.333
N (1.7126, 6.0401, -1.7796)  0.639
C (2.6654, 5.0124, -2.3176)  -0.430
C (4.1847, 5.1863, -1.8506)  -0.982
C (4.4908, 4.7212, -0.3451)  0.089
C (4.1828, 3.1833, -0.0523)  0.306
O (5.1331, 2.4250, 0.2827)  -0.553
O (2.8916, 2.6033, -0.1082)  -0.163
C (0.2593, 6.1463, -2.1907)  -0.845
C (-0.4250, 4.7379, -2.5208)  -1.018
C (-1.1426, 4.0365, -1.2617)  0.560
F (-2.3980, 4.7399, -1.0965)  -0.315
Br (-0.0566, 4.0322, 0.3965)  0.038
C (-1.5609, 2.5117, -1.6077)  0.275
F (-0.5559, 1.5685, -1.2969)  -0.096
F (-2.7113, 2.1892, -0.8120)  -0.237
Br (-2.0883, 2.2167, -3.4880)  -0.053
H (2.9346, 8.8666, -0.5519)  0.316
H (2.8447, 8.4274, -2.2062)  0.320
H (2.4833, 6.8334, 1.0799)  0.344
H (1.1659, 7.8152, 0.6886)  0.319
H (2.6657, 5.1469, -3.4676)  0.335
H (2.2486, 3.9488, -2.1530)  0.338
H (4.5760, 6.2435, -2.0840)  0.409
H (4.8083, 4.4900, -2.5296)  0.375
H (5.6192, 4.8842, -0.1737)  0.342
H (3.9814, 5.3857, 0.4514)  -0.052
H (2.9881, 1.6874, -0.4630)  0.268
H (0.1187, 6.8623, -3.0644)  0.320
H (-0.2871, 6.5655, -1.2621)  0.473
H (0.2455, 3.9810, -3.0426)  0.489
H (-1.2794, 4.9638, -3.2641)  0.500
C (-0.2065, 0.6659, 1.4034)  -0.391
C (0.2244, 1.3260, 2.5508)  -0.891
C (1.0580, 0.6772, 3.4558)  -0.804
C (1.4538, -0.6393, 3.2210)  0.196
C (1.0026, -1.3080, 2.0842)  0.416
C (0.1805, -0.6487, 1.1694)  -0.691
C (1.3745, -2.7215, 1.8471)  0.292
O (0.9819, -3.3046, 0.8492)  -0.577
C (2.2207, -3.4167, 2.8415)  0.349
C (2.5317, -4.7652, 2.6609)  -0.486
C (3.3374, -5.4231, 3.5838)  -0.575
C (3.8429, -4.7352, 4.6848)  -0.479
C (3.5309, -3.3932, 4.8715)  -0.579
C (2.7111, -2.7338, 3.9551)  0.158
C (2.3558, -1.3150, 4.1816)  0.507
O (2.7934, -0.7125, 5.1463)  -0.683
H (-0.8457, 1.1718, 0.6971)  0.722
H (-0.0874, 2.3479, 2.7402)  0.637
H (1.3949, 1.1983, 4.3462)  0.485
H (-0.1633, -1.1599, 0.2754)  0.542
H (2.1439, -5.3064, 1.8037)  0.480
H (3.5737, -6.4729, 3.4442)  0.417
H (4.4774, -5.2474, 5.4007)  0.402
H (3.9238, -2.8641, 5.7337)  0.462
C (-0.5339, -4.1211, -1.2725)  -0.312
C (-0.6123, -4.9501, -2.3903)  -0.934
C (-1.8331, -5.5002, -2.7661)  -0.555
C (-2.9791, -5.2321, -2.0171)  0.206
C (-2.8959, -4.4217, -0.8842)  0.014
C (-1.6725, -3.8574, -0.5202)  -0.231
C (-4.0946, -4.1688, -0.0520)  0.437
O (-4.0235, -3.4577, 0.9360)  -0.695
C (-5.3783, -4.7999, -0.4337)  0.208
C (-6.5032, -4.6179, 0.3720)  -0.512
C (-7.7164, -5.1960, 0.0143)  -0.483
C (-7.8133, -5.9496, -1.1534)  -0.470
C (-6.6938, -6.1379, -1.9559)  -0.531
C (-5.4714, -5.5712, -1.5923)  0.152
C (-4.2774, -5.8074, -2.4350)  0.640
O (-4.3604, -6.4704, -3.4549)  -0.673
H (0.4129, -3.6868, -0.9869)  0.605
H (0.2794, -5.1659, -2.9701)  0.394
H (-1.8888, -6.1409, -3.6404)  0.469
H (-1.6044, -3.2155, 0.3522)  0.553
H (-6.4356, -4.0294, 1.2813)  0.455
H (-8.5886, -5.0574, 0.6450)  0.397
H (-8.7620, -6.3944, -1.4357)  0.400
H (-6.7744, -6.7300, -2.8618)  0.463

***

[4]
Computed, not measured: a molecular structure, C37H31Cl2NO3PS3Tm at a distorted geometry, with the ωB97M-V functional and the def2-TZVPD basis.

Summary:
Highest occupied orbital energy (alpha / beta): -7.0 / -7.1 eV
2S+1: 3
Strongest force on any atom: 1.967 eV/A
LUMO (alpha / beta): 0.004 / 0.004 Ha
<S²>: 2.002
Net charge: 0
E: -5250.7996 Eh
Molecular weight: 904.7 g mol⁻¹

Each line ends with the Mulliken spin population.
Geometry (Å):
Tm (0.2133, 0.8336, -0.2169)  2.025
O (-0.4629, 0.5101, 2.2100)  -0.003
C (0.2577, 1.2274, 3.2129)  -0.001
C (1.2925, 2.0354, 2.3775)  0.000
O (1.7445, 3.0923, 2.7715)  -0.001
O (1.5845, 1.4599, 1.2605)  -0.002
C (-0.6822, 2.1083, 4.0271)  0.000
C (-2.0588, 2.0571, 3.8159)  0.000
C (-2.9252, 2.8080, 4.5984)  0.000
C (-2.4318, 3.6333, 5.5940)  0.000
C (-1.0608, 3.7231, 5.7821)  0.000
C (-0.1941, 2.9725, 5.0045)  0.000
C (1.0318, 0.2465, 4.0990)  0.000
C (2.1185, 0.6689, 4.8598)  0.000
C (2.7912, -0.2173, 5.6864)  0.000
C (2.3977, -1.5450, 5.7598)  0.000
C (1.3358, -1.9811, 4.9836)  0.000
C (0.6613, -1.0936, 4.1570)  0.000
H (-1.2094, 0.0706, 2.6259)  0.001
H (-2.4897, 1.4783, 3.0076)  0.000
H (-3.9901, 2.7516, 4.4120)  0.000
H (-3.1089, 4.2107, 6.2105)  0.000
H (-0.6595, 4.3875, 6.5368)  0.000
H (0.8699, 3.0834, 5.1411)  0.000
H (2.4666, 1.6900, 4.7785)  0.000
H (3.6320, 0.1333, 6.2713)  0.000
H (2.9175, -2.2349, 6.4119)  0.000
H (1.0324, -3.0204, 5.0112)  0.000
H (-0.1523, -1.4711, 3.5506)  0.000
Cl (2.2598, 2.6147, -1.2354)  -0.001
C (1.5655, 3.9422, -0.2891)  0.000
Cl (-0.1456, 3.5836, 0.0469)  -0.001
H (1.6222, 4.8481, -0.8787)  0.000
H (2.0731, 4.0021, 0.6688)  0.000
C (1.9794, -1.8592, 0.9275)  0.000
C (0.5940, -2.3713, 0.6648)  0.000
C (0.3575, -3.7593, 0.7256)  0.000
C (-0.9025, -4.2353, 0.5345)  -0.001
C (-1.9704, -3.3356, 0.3268)  0.001
C (-3.3012, -3.7788, 0.2227)  0.000
C (-4.3087, -2.8611, 0.0920)  0.000
C (-4.0195, -1.4946, 0.0427)  0.001
C (-2.7233, -1.0059, 0.1060)  0.002
S (-2.4738, 0.7142, -0.0057)  -0.004
C (-1.6585, -1.9496, 0.2625)  -0.004
N (-0.3689, -1.5090, 0.3963)  -0.009
H (2.3743, -2.3066, 1.8400)  0.000
H (1.9862, -0.7786, 1.0523)  0.000
H (2.6468, -2.1260, 0.1052)  0.000
H (1.1889, -4.4258, 0.9150)  0.000
H (-1.1057, -5.2994, 0.5650)  0.000
H (-3.5061, -4.8418, 0.2544)  0.000
H (-5.3379, -3.1920, 0.0319)  0.000
H (-4.8220, -0.7747, -0.0518)  0.000
S (-0.6546, 1.7586, -2.7687)  -0.002
P (0.4331, 0.2427, -3.4743)  0.000
S (1.4766, -0.8021, -2.1152)  -0.002
C (-0.6138, -0.8727, -4.4602)  -0.001
C (-1.9980, -0.7873, -4.4100)  0.000
C (-2.7639, -1.6163, -5.2190)  0.000
C (-2.1476, -2.5205, -6.0711)  0.000
C (-0.7621, -2.6210, -6.1002)  0.000
C (0.0076, -1.7999, -5.2940)  0.000
C (1.5952, 0.9172, -4.7117)  -0.001
C (1.0697, 1.4847, -5.8705)  0.000
C (1.9192, 2.0735, -6.7918)  0.000
C (3.2884, 2.0957, -6.5595)  0.000
C (3.8107, 1.5256, -5.4095)  0.000
C (2.9641, 0.9341, -4.4808)  0.000
H (-2.4678, -0.0765, -3.7409)  0.000
H (-3.8440, -1.5542, -5.1846)  0.000
H (-2.7465, -3.1455, -6.7213)  0.000
H (-0.2850, -3.3422, -6.7517)  0.000
H (1.0892, -1.8712, -5.3053)  0.000
H (-0.0011, 1.4636, -6.0353)  0.000
H (1.5149, 2.5184, -7.6921)  0.000
H (3.9512, 2.5613, -7.2781)  0.000
H (4.8792, 1.5329, -5.2341)  0.000
H (3.3606, 0.4828, -3.5809)  0.000